Record 1
Below is a molecular structure, C6H30Ag2O20P2, with properties calculated with the ωB97M-V functional and the def2-TZVPD basis.

Last column: Mulliken charge in e.
Cartesian coordinates (Å):
Ag: -0.630 1.266 -4.952  0.763
Ag: -1.590 3.250 -0.999  0.834
P: -1.681 4.744 -4.427  0.815
O: -0.690 4.125 -5.508  -0.764
O: -2.373 3.479 -3.878  -0.490
O: -2.643 5.753 -5.077  -0.753
O: -0.955 5.275 -3.076  -0.560
P: -0.543 -0.146 -1.402  0.359
O: 0.071 1.103 -2.057  -0.490
O: 0.531 -1.072 -0.719  -0.385
O: -1.144 -0.669 -2.733  -0.526
O: -1.622 0.437 -0.377  -0.668
O: 3.578 1.415 -1.477  -0.649
H: 2.660 1.265 -1.702  0.339
H: 3.697 0.966 -0.640  0.291
O: -0.330 -4.699 -1.551  -0.670
H: -0.179 -3.842 -1.152  0.333
H: -0.400 -4.519 -2.489  0.306
O: 2.521 5.085 -2.567  -0.671
H: 2.562 4.133 -2.476  0.298
H: 1.617 5.263 -2.828  0.362
O: 0.892 3.698 1.188  -0.592
H: 0.903 3.904 2.123  0.277
H: 1.306 2.837 1.127  0.330
O: -4.554 0.022 -3.085  -0.673
H: -4.570 0.914 -2.737  0.310
H: -3.654 -0.274 -2.946  0.354
O: -0.939 -3.639 -5.017  -0.649
H: -0.686 -3.290 -5.872  0.283
H: -0.950 -2.875 -4.440  0.362
C: 1.592 -1.580 3.760  -0.392
C: 1.561 -0.048 3.385  -0.331
O: 2.253 0.105 2.185  -0.469
O: 0.752 -2.282 2.958  -0.502
H: 1.328 -1.558 4.817  0.308
H: 2.550 -2.070 3.589  0.232
H: 2.220 0.423 4.115  0.334
H: 0.556 0.371 3.431  0.198
H: 1.976 -0.479 1.475  0.253
H: 0.818 -1.986 2.047  0.304
C: 3.736 -4.581 0.443  -0.281
C: 4.457 -3.423 -0.269  -0.299
O: 3.707 -3.151 -1.428  -0.570
O: 3.781 -5.841 -0.249  -0.532
H: 2.701 -4.320 0.660  0.256
H: 4.221 -4.654 1.416  0.311
H: 5.466 -3.647 -0.614  0.233
H: 4.368 -2.435 0.181  0.213
H: 2.934 -2.627 -1.207  0.334
H: 3.234 -5.662 -1.017  0.326
C: -4.846 2.090 4.914  -0.343
C: -4.618 1.527 3.521  -0.229
O: -3.455 0.712 3.549  -0.560
O: -4.451 1.234 5.922  -0.529
H: -5.906 2.286 5.070  0.252
H: -4.416 3.086 5.026  0.232
H: -4.333 2.386 2.915  0.242
H: -5.390 0.931 3.035  0.297
H: -3.001 0.729 2.703  0.256
H: -4.004 0.555 5.411  0.376

Results
**HOMO-LUMO gap (alpha / beta)**: 5.879 / 5.502 eV
**Total charge**: -2
**HOMO energy (alpha / beta)**: -2.81 / -2.64 eV
**Spin multiplicity**: 3
**⟨S²⟩**: 2.037


Record 2
Below is a molecular structure, C3H5AgNaO, with properties calculated with the ωB97M-V functional and the def2-TZVPD basis.

Last column: Mulliken charge in e.
Cartesian coordinates (Å):
C: -1.911 0.199 -1.098  0.186
O: -2.502 0.240 -2.180  -0.712
Na: -4.595 -0.228 -2.045  1.016
H: -2.415 -0.109 -0.166  0.151
Ag: 0.159 1.227 -0.472  0.220
C: 1.305 -0.610 1.298  -0.448
C: 2.440 0.175 0.680  -0.684
H: 0.981 -1.559 0.870  0.290
H: 0.796 -0.260 2.198  0.309
H: 2.957 -0.184 -0.211  0.322
H: 2.785 1.109 1.127  0.352

Results
**HOMO-LUMO gap**: 6.984 eV
**Total charge**: +1
**HOMO energy**: -11.11 eV


Record 3
Below is a molecular structure, C50H46N7OPbS4Sb3, with properties calculated with the ωB97M-V functional and the def2-TZVPD basis.

Last column: Mulliken charge in e.
Cartesian coordinates (Å):
Pb: 0.817 1.059 0.854  0.913
C: 1.420 0.639 5.445  -0.936
C: 2.631 1.210 5.819  -0.339
C: 3.332 1.960 4.902  -0.372
C: 2.808 2.145 3.617  -0.124
N: 1.632 1.614 3.274  0.235
C: 0.975 0.865 4.161  -0.416
N: 3.604 2.855 2.735  -0.340
C: 3.300 3.208 1.545  0.137
N: 2.102 3.184 0.828  -0.390
C: 2.330 3.809 -0.362  -0.057
N: 1.530 4.197 -1.314  -0.257
C: 0.182 3.960 -1.353  -0.346
C: -0.608 4.870 -2.089  -0.474
C: -1.962 4.659 -2.203  -0.457
C: -2.534 3.539 -1.601  -1.004
C: -1.692 2.688 -0.914  -0.987
N: -0.379 2.885 -0.789  0.735
C: 3.768 4.164 -0.490  0.038
C: 4.492 4.725 -1.526  0.114
C: 5.857 4.895 -1.326  -0.664
C: 6.461 4.516 -0.125  -0.590
C: 5.718 3.962 0.910  -0.102
C: 4.363 3.803 0.697  -0.244
H: 0.865 -0.016 6.100  0.429
H: 3.043 1.030 6.804  0.353
H: 4.306 2.376 5.116  0.437
H: 0.063 0.394 3.805  0.632
H: -0.117 5.722 -2.540  0.486
H: -2.577 5.359 -2.758  0.350
H: -3.591 3.325 -1.667  0.495
H: -2.079 1.792 -0.436  1.086
H: 4.008 5.001 -2.454  0.483
H: 6.468 5.315 -2.117  0.385
H: 7.531 4.642 -0.010  0.370
H: 6.167 3.629 1.837  0.533
S: 5.035 -0.181 2.227  -0.664
Sb: 3.730 -1.489 0.890  0.033
S: 1.496 -1.646 2.017  -0.277
S: 2.654 0.133 -0.698  -0.673
S: 1.696 -2.598 3.849  -0.611
C: -3.948 -1.977 0.460  -1.025
C: -3.476 -3.168 -0.377  -0.845
C: -2.586 -2.790 -1.563  -1.299
Sb: -0.529 -2.322 -1.004  0.430
C: 0.321 -2.651 -2.957  0.308
C: -0.394 -2.556 -4.147  -0.195
C: 0.240 -2.709 -5.376  -0.499
C: 1.605 -2.953 -5.429  -0.545
C: 2.332 -3.041 -4.248  -0.452
C: 1.695 -2.887 -3.024  -0.625
C: -0.248 -4.381 -0.398  0.479
C: -0.428 -5.428 -1.303  -0.315
C: -0.335 -6.751 -0.894  -0.706
C: -0.058 -7.048 0.436  -0.427
C: 0.129 -6.017 1.344  -0.712
C: 0.035 -4.691 0.931  0.121
Sb: -2.466 -1.094 1.781  1.398
C: -3.017 -2.223 3.521  0.487
C: -4.325 -2.370 3.978  -0.233
C: -4.600 -3.125 5.109  -0.727
C: -3.562 -3.745 5.796  -0.327
C: -2.257 -3.602 5.351  -0.758
C: -1.981 -2.843 4.218  -0.094
C: -3.670 0.652 2.203  0.476
C: -5.052 0.711 2.031  -0.252
C: -5.757 1.880 2.285  -0.743
C: -5.087 3.018 2.714  -0.472
C: -3.711 2.979 2.885  -0.567
C: -3.012 1.806 2.630  -0.369
H: -4.789 -2.273 1.093  0.460
H: -4.296 -1.174 -0.197  0.499
H: -4.367 -3.681 -0.761  0.442
H: -2.968 -3.904 0.258  0.212
H: -2.996 -1.926 -2.092  0.605
H: -2.529 -3.624 -2.267  0.572
H: -1.457 -2.340 -4.122  0.208
H: -0.333 -2.628 -6.293  0.366
H: 2.102 -3.067 -6.385  0.353
H: 3.401 -3.219 -4.277  0.423
H: 2.283 -2.933 -2.112  0.321
H: -0.634 -5.210 -2.347  0.241
H: -0.471 -7.550 -1.614  0.370
H: 0.020 -8.080 0.758  0.333
H: 0.364 -6.226 2.380  0.456
H: 0.226 -3.908 1.656  -0.214
H: -5.145 -1.884 3.457  0.193
H: -5.622 -3.229 5.456  0.372
H: -3.775 -4.336 6.680  0.347
H: -1.436 -4.076 5.876  0.464
H: -0.942 -2.745 3.902  -0.122
H: -5.594 -0.162 1.684  0.239
H: -6.832 1.904 2.144  0.379
H: -5.634 3.933 2.906  0.354
H: -3.174 3.863 3.207  0.414
H: -1.933 1.799 2.753  0.276
N: -1.295 0.272 -2.675  -0.528
C: -0.442 0.779 -3.268  0.076
N: 0.569 1.304 -3.932  0.587
C: 1.753 0.491 -4.222  0.457
C: 2.952 1.413 -4.270  -0.481
O: 2.748 2.452 -5.229  -0.505
C: 1.652 3.263 -4.837  -0.051
C: 0.366 2.455 -4.801  -0.694
H: 1.623 -0.015 -5.188  0.054
H: 1.871 -0.248 -3.429  -0.403
H: 3.841 0.865 -4.579  0.393
H: 3.125 1.840 -3.276  0.087
H: 1.568 4.066 -5.572  0.385
H: 1.840 3.696 -3.847  -0.102
H: 0.116 2.116 -5.817  0.331
H: -0.456 3.055 -4.412  0.399

Results
**HOMO-LUMO gap**: 4.911 eV
**Energy above the lowest of the compared OMol25 structures with the same formula, charge and spin**: 0.180 eV
**Total charge**: -2
**HOMO energy**: -1.00 eV


Record 4
Below is a molecular structure, C50H61BCoN9O3S3, with properties calculated with the ωB97M-V functional and the def2-TZVPD basis.

Last column: Mulliken charge in e.
Cartesian coordinates (Å):
Co: -0.352 0.097 0.110  -0.266
C: 4.579 -4.419 0.031  -1.968
C: 3.544 -4.801 1.084  1.385
C: 3.495 -3.702 2.151  -1.369
C: 3.987 -6.134 1.696  -1.836
N: 2.157 -4.964 0.562  0.463
C: 1.189 -5.534 1.380  0.011
C: 0.008 -5.392 0.770  -1.582
N: 0.209 -4.708 -0.415  0.209
B: -1.068 -4.204 -1.138  0.385
N: -0.835 -3.345 -2.401  0.429
C: -0.489 -4.028 -3.539  -1.419
C: -0.276 -3.136 -4.519  -0.244
N: -0.485 -1.881 -3.983  0.589
C: -0.834 -2.026 -2.674  -0.174
S: -1.508 -0.739 -1.705  -0.481
C: -0.427 -0.636 -4.813  1.749
C: 0.202 -0.972 -6.165  -2.358
C: 0.446 0.410 -4.133  -1.005
C: -1.846 -0.119 -5.046  -1.466
N: -1.979 -3.509 -0.082  0.386
C: -3.301 -3.847 0.062  -1.936
C: -3.763 -3.255 1.182  -0.110
N: -2.711 -2.545 1.734  0.840
C: -1.630 -2.688 0.921  -0.798
S: -0.066 -1.982 1.130  0.278
C: -2.775 -1.846 3.057  1.887
C: -1.765 -2.479 4.013  -1.616
C: -4.176 -2.021 3.639  -2.542
C: -2.517 -0.356 2.864  -1.302
C: 1.543 -4.461 -0.565  0.464
S: 2.269 -3.758 -1.917  -0.341
H: 5.552 -4.424 0.529  0.540
H: 4.600 -5.129 -0.794  0.451
H: 4.398 -3.433 -0.382  0.209
H: 4.489 -3.557 2.580  0.539
H: 3.164 -2.764 1.702  0.192
H: 2.801 -3.964 2.953  0.361
H: 5.021 -6.041 2.030  0.449
H: 3.393 -6.429 2.560  0.423
H: 3.937 -6.929 0.951  0.427
H: 1.421 -5.992 2.322  0.517
H: -0.972 -5.710 1.083  0.547
H: -1.701 -5.166 -1.509  -0.268
H: -0.389 -5.098 -3.539  0.547
H: 0.032 -3.296 -5.531  0.553
H: 1.204 -1.387 -6.050  0.480
H: -0.411 -1.655 -6.754  0.544
H: 0.287 -0.042 -6.727  0.438
H: 1.420 -0.006 -3.866  0.399
H: 0.596 1.247 -4.819  0.524
H: -0.028 0.781 -3.233  -0.400
H: -2.453 -0.878 -5.545  0.425
H: -2.322 0.155 -4.107  -0.004
H: -1.804 0.763 -5.688  0.461
H: -3.794 -4.497 -0.638  0.652
H: -4.738 -3.292 1.624  0.608
H: -1.972 -3.544 4.136  0.409
H: -0.747 -2.350 3.650  0.140
H: -1.852 -1.995 4.987  0.470
H: -4.427 -3.070 3.801  0.562
H: -4.196 -1.522 4.607  0.457
H: -4.938 -1.556 3.012  0.465
H: -1.476 -0.155 2.613  -0.282
H: -3.173 0.036 2.085  0.290
H: -2.744 0.172 3.792  0.688
C: -2.614 5.984 -2.589  -1.443
C: -1.292 6.257 -1.928  0.631
C: -0.670 7.496 -2.039  -0.727
C: 0.553 7.746 -1.434  -0.751
C: 1.166 6.753 -0.685  -1.267
C: 0.558 5.516 -0.539  0.170
C: -0.658 5.269 -1.172  -0.010
N: -1.309 4.010 -1.036  0.115
C: -0.660 2.807 -0.896  0.006
N: 0.499 2.700 -1.565  0.524
C: 1.467 1.680 -1.479  -0.419
C: 1.225 0.466 -0.846  2.064
C: 2.215 -0.502 -0.865  0.109
C: 3.421 -0.275 -1.511  -0.797
C: 3.653 0.943 -2.126  -1.567
C: 2.685 1.937 -2.119  1.647
C: 2.940 3.260 -2.794  -1.917
N: -1.184 1.819 -0.235  1.378
C: -2.486 2.003 0.342  -1.595
C: -3.576 1.450 -0.327  -0.273
C: -4.860 1.566 0.185  -0.896
C: -5.066 2.270 1.360  -0.915
C: -3.985 2.843 2.012  -0.619
C: -2.682 2.715 1.537  1.289
C: -1.547 3.301 2.323  -0.655
H: -2.894 6.807 -3.244  0.402
H: -3.414 5.861 -1.853  0.320
H: -2.576 5.065 -3.176  0.275
H: -1.152 8.272 -2.621  0.381
H: 1.022 8.715 -1.545  0.392
H: 2.114 6.940 -0.198  0.489
H: 1.016 4.739 0.064  0.905
H: -2.253 4.022 -0.682  0.519
H: 0.788 3.537 -2.041  0.276
H: 2.039 -1.466 -0.411  -0.507
H: 4.165 -1.061 -1.545  0.316
H: 4.596 1.132 -2.626  0.361
H: 3.942 3.277 -3.220  0.440
H: 2.866 4.096 -2.091  0.310
H: 2.238 3.449 -3.613  0.343
H: -3.404 0.918 -1.252  0.387
H: -5.692 1.118 -0.343  0.473
H: -6.063 2.380 1.766  0.379
H: -4.146 3.395 2.931  0.411
H: -1.931 3.955 3.105  0.557
H: -0.853 3.864 1.701  -0.168
H: -0.970 2.504 2.795  -0.024
O: 2.244 -0.690 3.236  0.299
C: 2.328 0.481 3.921  0.479
C: 2.892 0.523 5.193  -0.899
C: 3.009 1.723 5.874  -0.548
C: 2.580 2.904 5.286  -0.872
C: 2.031 2.858 4.015  -0.724
C: 1.878 1.662 3.323  0.096
C: 1.226 1.724 1.964  -0.209
O: 1.394 2.721 1.272  -0.419
O: 0.467 0.714 1.714  0.670
H: 2.641 -1.392 3.764  0.092
H: 3.246 -0.398 5.645  0.436
H: 3.447 1.733 6.864  0.390
H: 2.677 3.846 5.808  0.399
H: 1.704 3.764 3.520  0.422

Results
**HOMO-LUMO gap (alpha / beta)**: 6.916 / 6.917 eV
**Energy above the lowest of the compared OMol25 structures with the same formula, charge and spin**: 0.000 eV
**Total charge**: 0
**HOMO energy (alpha / beta)**: -6.58 / -6.58 eV


Record 5
Below is 2 unconnected molecules or ions with the total composition C5H14N3, with properties calculated with the ωB97M-V functional and the def2-TZVPD basis.

Last column: Mulliken charge in e.
Cartesian coordinates (Å):
C: -0.848 1.432 -0.072  -0.892
C: -1.298 0.157 -0.713  0.301
C: -0.126 0.046 0.264  0.525
C: -2.539 -0.531 -0.279  -1.498
C: 1.116 -0.239 -0.604  -0.093
N: -0.285 -0.631 1.457  -0.586
N: 1.592 -1.464 -0.531  -0.333
N: 2.330 1.110 0.216  -0.616
H: -0.202 2.216 -0.504  0.402
H: -1.365 1.787 0.813  0.264
H: -1.224 -0.072 -1.802  0.320
H: -2.492 -1.008 0.777  0.263
H: -2.892 -1.214 -0.917  0.447
H: -3.433 0.142 -0.203  0.299
H: 1.029 0.437 -1.548  0.407
H: -0.755 -1.542 1.363  0.235
H: 0.191 -0.457 2.353  0.193
H: 2.265 -1.819 -1.227  0.254
H: 1.221 -2.058 0.197  0.241
H: 2.724 0.682 1.034  0.283
H: 1.806 1.961 0.228  0.284
H: 3.185 1.068 -0.299  0.301

Results
**HOMO-LUMO gap**: 10.255 eV
**Energy above the lowest of the compared OMol25 structures with the same formula, charge and spin**: 3.197 eV
**Total charge**: +1
**HOMO energy**: -13.20 eV